Record 1
# C39H62CdN10O3PS

A molecular structure, C39H62CdN10O3PS (wB97M-V/def2-TZVPD, OMol25).

CARTESIAN COORDINATES (ANGSTROEM)
C 2.6787 1.8651 1.2635
H 2.4998 -4.5962 -3.2639
H -3.3727 -0.5963 -0.1767
H 0.9233 4.4889 0.0645
Cd -0.0487 -0.8699 -0.0514
H 2.8091 -4.0039 0.8416
N -1.0033 -0.7262 -3.7666
C 4.2221 -2.1854 -2.0493
H 2.0070 1.4249 3.9988
C 3.7837 2.5840 1.7261
C 2.2085 -0.7708 -2.3078
H 0.5374 -2.0655 -4.2231
H -3.0973 5.4476 1.2245
H -2.1423 1.8685 3.8742
H -0.5828 -2.6128 -2.9717
C 0.4377 3.9807 -4.1481
C 1.5201 3.2992 -3.6044
H 4.7084 4.4899 2.0027
C -3.6348 2.1230 1.5137
H -4.6712 -0.0179 -4.6437
H 2.8196 5.7224 0.9432
C -1.1715 -1.8709 3.1554
H 1.1261 -0.8292 -2.4000
C -0.9129 3.2979 -2.2753
H -1.0469 -0.1677 -5.8173
C 0.0264 -3.9576 -0.5395
H -0.6480 -4.1906 -1.3707
C 3.8408 3.9590 1.6343
H 0.6289 -4.8526 -0.3784
H -1.6246 4.5102 -3.8937
H -2.9589 -1.5597 2.0325
H -3.2653 1.2840 -1.5067
C 1.5999 2.5460 0.6861
N -1.6083 -2.5148 0.7468
H 4.6736 -2.2247 -1.0604
H -1.1580 3.3097 3.6095
H -3.1384 -0.7051 -5.1767
H -0.3173 -2.5511 3.1736
H -3.3821 1.0552 -5.2105
H -0.1404 -0.7432 7.1184
H 4.6005 2.0350 2.1748
C 1.1767 2.0375 4.3323
N 0.1132 -0.5265 5.0801
H 2.6053 -0.4612 -3.2775
C -3.8900 3.4831 1.5721
H -1.0736 1.1636 -4.6395
H -3.6035 -3.0475 0.2977
H -2.1865 0.6101 1.0783
H 0.7998 -2.5031 5.4299
C 1.1398 -1.5576 4.9959
C 1.3881 2.6310 -2.3982
C 2.7885 4.6459 1.0471
H -2.6488 -3.2504 2.4225
H 3.8909 -5.3998 -2.5272
H 1.3209 3.0519 3.9549
H 2.4776 3.3099 -4.1093
C 1.7015 3.9402 0.5735
C 2.0489 -3.0146 -1.3378
C -0.7779 3.9733 -3.4838
O 1.6367 -0.5687 1.3080
C -0.6740 0.1779 -4.8472
N -0.7642 -0.5032 2.9163
C 0.1710 2.6298 -1.7114
C -1.4114 2.5571 0.6562
C -2.0035 -0.4708 -2.8593
H -4.8465 3.8449 1.9262
H 0.7684 0.7073 6.7040
H -4.8223 0.7591 -2.1752
H -3.9270 2.0838 -2.9368
H 0.5471 4.5219 -5.0788
H 2.0370 -1.2331 5.5302
H -1.6376 -1.9715 4.1437
C -1.6813 3.9263 0.7231
N 0.8427 -2.8044 -0.8885
N 2.7010 -4.2450 -1.2230
H 4.5077 -3.0605 -2.6304
H 2.2573 -6.0277 -2.2514
C -2.1712 -2.3130 2.1034
C -0.5104 -2.0856 -3.9193
C -2.9064 4.3833 1.1821
H 1.4291 -1.7130 3.9591
C -3.5906 0.1351 -4.6572
N 2.7657 -2.0594 -1.9560
H 4.6001 -1.2960 -2.5466
H 0.4115 0.2655 -4.9152
C 2.8466 -5.1100 -2.3673
N -1.8657 -0.9405 -1.6517
C -0.2644 0.1289 3.9154
H -1.0743 -2.6249 -4.6894
N -3.1106 0.1992 -3.2890
C -2.4014 1.6692 1.0664
H -1.2441 2.5943 5.2258
H -4.3881 1.4120 1.8308
H -2.4443 -3.3745 -0.9817
O 3.5015 -0.0874 2.7488
C -2.7204 -2.6520 -0.2163
H -1.8612 3.3288 -1.7570
H 2.5163 -5.6775 0.3287
C -3.0487 -1.3424 -0.9107
C -0.7550 -3.7273 0.7426
O 3.8335 -0.2268 0.3221
C -0.0608 0.0661 6.3910
H -3.8996 -1.5158 -1.5784
C -3.8223 1.1235 -2.4252
N -0.0781 1.5269 3.7926
H 2.4942 -0.0278 -1.5635
C 3.0509 -4.7501 0.0847
H -1.3681 -4.6121 0.9619
P 0.0886 1.8084 -0.0706
H -0.9876 0.6349 6.4350
H 2.2569 2.1560 -1.9600
S 2.9545 0.0914 1.4284
H -0.0286 -3.6242 1.5472
C -1.2151 2.3640 4.1530
H 4.1235 -4.9565 0.1473
H -0.9537 4.6541 0.3980
H 1.1995 2.0878 5.4256

The strongest force on any atom is 0.56 eV Å⁻¹. For the molar mass, the calculation gives 894.445 g/mol. For the LUMO energy, the calculation gives -1.65 eV. The spin multiplicity is 1. The calculation puts the HOMO-LUMO gap at 8.477 eV. The total charge is +1.

---

Record 2
# C5H16NO5

4 unconnected molecules or ions with the total composition C5H16NO5 at a distorted geometry (wB97M-V/def2-TZVPD, OMol25).

CARTESIAN COORDINATES (ANGSTROEM)
H -2.0370 -1.8436 -1.2551
O 0.4138 -1.4815 2.4520
H 2.0728 -0.9833 -0.2205
C 1.1319 -1.2111 -0.7375
C 1.1277 1.1256 -1.7480
H 0.4625 -2.2694 2.8734
H -1.7391 3.4656 0.4860
H -2.1613 0.6143 0.3744
H 1.3218 0.7795 -2.7495
H -0.8392 -2.5484 -0.6761
H 0.4710 -1.7486 1.4008
N -0.0520 0.7270 0.3852
C -1.3128 0.1805 0.9369
H 0.6180 2.0864 -1.8895
H -0.6258 -0.1535 -1.4142
C 0.3107 0.1300 -0.9181
O -1.4735 3.3263 -0.3997
H 2.1446 1.3732 -1.2870
O -1.7133 -2.7630 -1.1553
O 2.0976 1.2560 0.9976
H -0.9032 2.5177 -0.3024
O 0.4266 -2.0966 0.0257
H -1.4035 0.4110 1.9467
H -1.3710 -0.9361 0.8504
H 0.6768 0.8348 2.4098
H 1.3918 -1.6916 -1.7065
C 0.9641 0.8985 1.3204

The strongest force on any atom is 4.31 eV Å⁻¹. For the molar mass, the calculation gives 170.185 g/mol. For the LUMO energy, the calculation gives 3.42 eV. The spin multiplicity is 1. The calculation puts the HOMO-LUMO gap at 8.056 eV. The total charge is -1.

---

Record 3
# C3H9N2

A gas-phase ion, C3H9N2 (charge +1) (wB97M-V/def2-TZVPD, OMol25).

CARTESIAN COORDINATES (ANGSTROEM)
C 1.9022 0.4406 -0.3603
H -0.4112 -0.7968 1.6070
H -1.1469 -2.4036 0.1690
H -2.2093 -1.2004 -0.5586
H -0.5546 -1.3992 -1.1614
C -1.1788 -1.4089 -0.2643
C -0.5073 0.8619 0.4111
H 2.8460 0.7676 -0.7795
H 1.0026 2.2074 -0.4121
H -1.1570 1.2292 -0.3907
H 1.7991 -0.6075 -0.0927
N 0.9251 1.2162 -0.1685
N -0.7439 -0.4400 0.7276
H -0.5660 1.5335 1.2733

The strongest force on any atom is 0.71 eV Å⁻¹. For the molar mass, the calculation gives 73.119 g/mol. For the LUMO energy, the calculation gives -4.73 eV. Its SMILES is C=[NH+]CNC. The spin multiplicity is 1. The calculation puts the HOMO-LUMO gap at 9.253 eV. The total charge is +1.

---

Record 4
# C11H21NO2S

C11H21NO2S in the gas phase at a distorted geometry (wB97M-V/def2-TZVPD, OMol25).

CARTESIAN COORDINATES (ANGSTROEM)
H 1.7074 2.2962 -0.0743
H -1.4678 -1.4438 -0.1058
C 1.6402 1.2367 0.3200
H 1.5015 -1.5063 -0.3341
H 2.6425 0.7641 0.2092
H -1.0614 1.2895 1.5052
C -0.3792 3.2772 1.7788
H -0.3067 0.8954 -0.5333
C 0.6227 0.4315 -0.5047
H -1.8579 -0.3217 -3.4465
H -3.7342 -2.3589 -3.3488
C 1.4836 -0.2074 2.2838
S -3.6182 -1.6218 -2.1723
C 1.2138 1.2186 1.7839
H -0.5204 -2.8143 -0.0375
H 0.8732 -2.1902 1.8174
H -0.3091 1.7768 3.1076
C -0.1843 1.7822 2.0074
C -0.5882 -1.8309 -0.5568
C 0.5737 -1.2167 1.4972
O -1.3726 3.7801 1.1707
C -0.8335 -1.8563 -2.0469
H 0.5023 4.7690 1.6914
H -1.9897 -0.0777 -1.7054
C -1.9551 -0.8403 -2.4338
H -0.4149 -1.1413 1.8399
H -1.1995 -2.8896 -2.2686
N 0.2648 -1.6583 -2.9583
O 0.7168 3.9263 2.0345
H 0.9764 -2.3844 -2.8443
H 1.2423 -0.2103 3.3273
H -0.0332 -1.6560 -3.9255
H 1.8780 1.7924 2.3431
H 2.4885 -0.4160 2.1596
C 0.5681 -1.0621 -0.0252
H 0.9303 0.4682 -1.5549

The strongest force on any atom is 5.31 eV Å⁻¹. For the molar mass, the calculation gives 231.361 g/mol. For the LUMO energy, the calculation gives 0.72 eV. Its SMILES is N[C@H](CS)C[C@H]1CC[C@@H](CC(=O)O)CC1. The spin multiplicity is 1. The calculation puts the HOMO-LUMO gap at 9.582 eV.